1.
DFT (ωB97M-V/def2-TZVPD) results for C40H30ClN17O4Ti as an isolated structure in a non-equilibrium geometry.

Each line ends with the Mulliken charge.
Cartesian coordinates (Å):
Ti1 1.83546 -0.27810 0.37179  -2.09
Cl1 -3.88924 1.65830 -2.88731  -0.20
O1 -1.59754 2.93650 -4.85431  -0.49
O2 -0.33784 4.11990 -3.45861  -0.42
O3 1.93136 0.64970 -1.14921  0.13
O4 1.93856 2.35640 -2.57771  -0.66
N1 2.35326 -1.03440 4.32239  -0.96
N2 4.81166 -3.00860 -0.42161  -0.59
N3 3.43186 2.31470 1.08359  -0.25
N4 0.69346 -1.74030 -2.07051  -0.22
N5 0.35846 -1.57010 0.92079  2.31
N6 0.78446 1.22770 1.22709  1.42
N7 3.84426 -2.77960 1.76199  0.10
N8 -0.68564 0.47540 -1.13261  1.34
N9 1.93906 -0.35710 3.32329  -0.47
N10 3.09776 -1.64080 -0.21071  1.37
N11 3.62126 1.00950 0.89229  0.92
N12 2.41006 -0.90610 2.18769  1.54
N13 3.11456 -2.04860 3.93319  -0.65
N14 -0.56404 -1.33750 1.78829  -0.64
N15 3.52216 -1.65690 -1.48591  -0.45
N16 -2.00384 0.50660 -1.34951  -0.24
N17 4.50706 -2.45280 -1.59321  -0.83
C1 4.78306 0.71110 1.46139  0.02
C2 -0.84884 -3.12170 -3.58191  0.08
C3 -1.71004 -4.00960 -2.92821  -0.08
C4 -2.25784 0.82420 4.08249  0.72
C5 -4.56694 -0.87040 0.94199  -1.07
C6 0.18936 4.47820 -0.39641  -0.82
C7 -0.94664 3.11940 -3.68821  0.23
C8 2.32236 3.01360 0.56759  -0.28
C9 -0.12824 1.37410 -1.92231  0.04
C10 -2.59824 -4.70240 -5.05041  -0.45
C11 -1.75304 -3.81370 -5.69681  -0.55
C12 -2.03524 -3.70880 1.01519  -1.38
C13 -1.11244 2.01080 -2.71471  0.20
C14 1.37726 1.51140 -1.91671  -0.24
C15 -0.79444 -0.18120 2.39969  -0.10
C16 -1.83424 -0.25600 3.36639  -0.90
C17 2.53756 4.21640 -0.09471  -0.69
C18 3.93806 -2.49420 0.42619  0.26
C19 1.48026 4.95350 -0.60281  0.89
C20 -0.16464 1.09210 2.15279  0.76
C21 0.03806 -2.34490 -2.79601  0.46
C22 3.15056 -1.95840 2.61129  0.31
C23 -2.23634 -1.59620 -0.31421  0.61
C24 -3.99124 0.01210 0.04009  -0.66
C25 -0.03534 3.28830 0.25399  0.12
C26 1.02706 2.50050 0.72099  -1.09
C27 -0.59994 -3.82300 0.57119  -1.28
C28 -0.88094 -3.02000 -4.97351  -0.66
C29 5.34646 1.84750 2.04469  -1.40
C30 0.38136 -2.90550 0.51459  0.08
C31 -3.39074 0.73670 5.05749  -1.80
C32 4.45196 2.85960 1.77419  -0.05
C33 -3.94064 -2.05960 1.27559  -0.65
C34 -1.58904 2.05360 3.88489  -1.06
C35 -2.80314 -0.35660 -0.56981  0.33
C36 -2.57734 -4.79230 -3.66621  -0.69
C37 -0.59914 2.18240 2.95869  -0.23
C38 -2.75014 -2.43290 0.65679  -0.18
C39 -2.29824 1.41270 -2.31221  0.33
C40 1.69456 6.20460 -1.38621  -1.72
H1 -3.23884 -5.47910 -3.16041  0.42
H2 1.47226 6.00030 -2.43321  0.29
H3 -1.35034 -1.86630 -0.85961  0.34
H4 3.55156 4.55210 -0.25051  0.50
H5 1.01476 6.98630 -1.04971  0.39
H6 -0.32004 -4.81980 0.24959  0.40
H7 5.19116 -0.28340 1.42239  0.44
H8 -4.00854 1.63060 5.00309  0.43
H9 -1.04364 2.92100 0.38969  0.59
H10 -4.01514 -0.12660 4.84259  0.37
H11 -2.59424 -4.55430 0.59429  0.50
H12 6.25676 1.91630 2.60389  0.45
H13 -2.07294 2.09640 -4.89211  0.37
H14 4.49086 -3.44550 2.15179  0.30
H15 4.46686 3.89870 2.04279  0.48
H16 -3.01254 0.64730 6.07609  0.34
H17 -1.68574 -4.08000 -1.85091  0.38
H18 -2.28374 -1.22640 3.50969  0.59
H19 1.33886 -3.21810 0.10349  -0.07
H20 -0.63894 5.03080 -0.80851  0.34
H21 -4.45104 0.96500 -0.16161  0.48
H22 2.72176 6.55060 -1.30451  0.39
H23 -3.27384 -5.32060 -5.62461  0.40
H24 -5.49934 -0.60590 1.41839  0.42
H25 -1.87334 2.90340 4.48989  0.44
H26 -4.37974 -2.70630 2.02129  0.52
H27 -0.09664 3.13120 2.83489  0.60
H28 -2.06744 -3.82880 2.10239  0.58
H29 -0.22024 -2.32720 -5.47411  0.53
H30 -1.76984 -3.74080 -6.77401  0.41

Atomic forces in eV per Å
-0.1 1.0 0.3
0.0 0.0 0.0
0.0 0.3 -0.4
0.0 0.0 -0.2
0.9 -0.1 -0.4
-0.2 -0.7 0.3
-0.3 0.4 0.4
-0.1 -0.3 1.5
0.3 0.5 0.2
-0.1 -0.3 -0.3
-1.4 0.5 0.8
0.2 -0.6 0.1
0.1 -0.2 -0.2
0.3 0.2 0.0
-0.3 0.6 0.3
1.3 -1.4 0.7
-0.2 -0.4 -0.1
1.3 -1.4 1.5
0.7 -0.8 -0.8
0.6 -1.0 -0.2
0.2 0.3 -1.6
0.2 0.7 -0.5
-0.2 0.3 -0.7
0.1 0.1 0.0
-0.6 -0.6 -0.5
0.1 0.1 -0.1
-0.1 -0.3 -0.1
0.0 0.0 0.0
0.1 0.0 0.0
-0.3 -0.1 0.3
-0.9 0.1 -0.1
-0.3 -0.3 -0.2
0.0 0.1 0.1
0.0 0.0 -0.1
0.1 0.0 0.0
-0.2 -0.2 0.2
-1.0 1.7 -1.7
0.1 1.1 0.0
-0.1 0.3 0.1
-0.1 0.0 0.0
0.2 -0.2 -0.3
0.1 -0.1 0.3
-0.6 -0.4 0.7
0.5 0.4 0.4
-0.6 0.8 0.4
-0.4 0.1 -0.3
0.1 0.2 -0.1
0.3 -0.1 0.0
0.3 1.2 -0.2
0.1 0.3 0.1
0.1 0.0 0.2
-0.2 0.1 -0.2
0.0 -1.4 -0.3
0.1 0.0 0.1
0.2 -0.3 0.1
0.1 -0.1 -0.1
0.1 -0.3 -0.3
-0.3 -0.7 0.5
-0.1 0.0 0.0
0.2 0.1 -0.1
-0.3 0.1 -0.3
0.3 0.2 -0.2
0.0 0.0 -0.1
-0.1 -0.1 0.1
0.0 0.1 -0.1
0.1 0.0 0.1
0.1 0.0 0.0
0.1 0.1 0.0
0.2 0.1 0.0
-0.1 -0.1 0.0
-0.1 0.0 0.0
-0.1 -0.1 0.0
-0.1 -0.1 0.1
0.1 0.0 0.1
0.2 0.0 0.0
0.2 0.0 0.2
0.0 0.0 0.0
-0.1 0.1 0.0
-0.1 0.0 0.1
0.0 0.0 0.1
-0.1 -0.1 0.0
-0.3 0.1 0.1
-0.2 0.1 0.0
0.0 0.2 0.0
0.0 0.1 0.0
0.0 0.0 0.0
-0.1 0.0 0.0
0.0 0.1 0.0
-0.1 -0.1 0.1
0.0 0.0 0.0
-0.1 0.0 0.0
0.1 0.0 0.0
0.0 0.0 -0.1

Output
Energy relative to the best compared isomer or geometry (same formula, charge and spin)   76.4 kcal per mole
Energy   -111125.880 eV



2.
DFT (ωB97M-V/def2-TZVPD) results for C40H30F5N3OPS3V as an isolated structure in a non-equilibrium geometry.

Each line ends with the Mulliken charge.
Cartesian coordinates (Å):
V1 -1.01832 0.10159 -0.16268  0.47
S1 3.00822 -0.35867 2.44334  -0.17
S2 0.60806 0.99025 1.28973  -0.38
S3 -1.96499 2.27178 -0.45871  -0.62
P1 0.59014 0.72765 -1.95864  2.04
F1 -1.83967 5.99426 3.03846  -0.30
F2 -1.52162 5.05564 0.55729  -0.34
F3 -3.14727 1.72356 4.51173  -0.37
F4 -2.64883 4.34573 5.04500  -0.31
F5 -2.81675 0.75138 2.04362  -0.31
O1 -2.39747 -0.91752 -0.45982  0.14
N1 1.05461 -1.67146 1.30104  -0.71
N2 -0.21526 -1.69328 0.66284  1.36
N3 -2.26186 0.18225 -3.37263  -0.11
C1 0.07585 -4.02539 1.25303  -1.31
C2 -4.51406 -3.74399 -1.14814  -0.50
C3 -3.71658 -4.78875 -0.68552  -1.05
C4 -2.74342 2.53876 3.53418  -0.03
C5 -1.16434 0.34323 -4.21642  0.79
C6 -0.31950 0.30072 -6.48643  -0.62
C7 -2.82670 -2.17997 -0.50516  0.37
C8 0.94511 0.67349 -6.03284  -0.96
C9 2.70536 -1.55925 3.78619  -1.18
C10 2.14427 5.06679 -1.62745  -0.66
C11 0.76859 0.18397 6.53555  -0.61
C12 -4.07492 -2.44063 -1.05957  -0.81
C13 -2.17027 2.87150 1.19694  0.51
C14 0.29006 -1.59606 4.46751  0.30
C15 -1.35470 0.14594 -5.59231  -0.68
C16 -1.92747 4.20326 1.50432  0.27
C17 -2.49000 -4.51455 -0.11734  -1.00
C18 1.74275 -1.76507 -1.89470  -0.85
C19 1.26830 2.42495 -1.85191  0.57
C20 -2.57525 2.06243 2.24888  -0.02
C21 -2.01036 -3.19846 -0.00269  -0.04
C22 1.13872 0.83835 -4.67879  -0.36
C23 1.12499 4.74357 -2.51239  -0.67
C24 4.06398 -2.31584 -2.15624  -0.69
C25 0.11390 0.65367 -3.74278  0.18
C26 2.03224 -0.40418 -1.96585  0.73
C27 1.81433 -0.25221 5.73760  -0.55
C28 -2.08511 4.70581 2.78499  0.11
C29 -2.49462 3.87140 3.80693  0.68
C30 2.27619 2.76215 -0.95301  -0.31
C31 -0.52433 -0.26379 6.29548  -0.44
C32 3.35545 -0.01468 -2.15841  -0.54
C33 0.69124 3.43235 -2.62282  -0.67
C34 2.71810 4.07341 -0.84850  -0.95
C35 -0.70301 -2.89916 0.62887  0.85
C36 4.36434 -0.96394 -2.24357  -0.84
C37 -0.76103 -1.15650 5.26038  -0.70
C38 2.74627 -2.71555 -1.98916  -0.65
C39 1.45610 -0.48710 1.58563  0.11
C40 1.58615 -1.14529 4.69537  0.44
H1 2.12657 1.11120 -4.32435  0.30
H2 0.39410 -3.74947 2.25489  0.21
H3 -3.14220 0.09084 -3.85616  0.33
H4 5.38861 -0.64425 -2.38384  0.43
H5 0.65845 5.51337 -3.11248  0.44
H6 1.76274 0.82458 -6.72354  0.44
H7 -0.10832 3.19786 -3.31404  0.37
H8 3.61283 1.03321 -2.23696  0.48
H9 4.85160 -3.05461 -2.22663  0.40
H10 -2.34620 0.82702 -2.60145  -0.03
H11 2.70940 2.00796 -0.30890  0.61
H12 0.95994 0.87986 7.34213  0.39
H13 -1.89979 -5.34480 0.23411  0.32
H14 0.99269 -4.19513 0.68579  0.23
H15 -1.76639 -1.50550 5.06362  0.41
H16 -0.48970 -4.94506 1.30635  0.43
H17 -0.49809 0.14485 -7.54263  0.39
H18 3.65790 -1.59718 4.31558  0.53
H19 -4.67150 -1.60835 -1.40599  0.54
H20 -1.34372 0.08431 6.91012  0.42
H21 -4.05510 -5.81208 -0.76685  0.41
H22 2.48199 6.09102 -1.53759  0.41
H23 3.50459 4.31633 -0.14612  0.46
H24 0.71604 -2.08973 -1.78007  0.28
H25 2.49790 -3.76745 -1.92956  0.45
H26 2.51775 -2.52936 3.33058  0.32
H27 -5.48446 -3.95446 -1.57961  0.43
H28 2.81927 0.11348 5.91567  0.39
H29 -2.34381 -0.12027 -5.94653  0.34
H30 0.10129 -2.28676 3.65403  0.22

Atomic forces in eV per Å
0.8 1.6 0.3
-0.1 0.1 0.0
0.2 -0.1 0.3
0.1 0.2 0.2
0.4 0.0 -0.7
0.0 -0.1 0.0
0.0 -0.1 0.0
0.0 0.0 0.0
0.0 0.0 -0.1
0.1 0.2 -0.1
-1.9 -1.5 -0.1
-0.5 0.2 -0.4
0.7 -0.4 0.2
0.1 0.0 0.0
0.0 0.0 0.0
-0.1 0.0 0.0
0.1 0.0 0.0
0.0 0.0 0.0
-0.3 0.0 0.1
0.1 0.0 0.0
0.5 0.8 -0.1
-0.1 0.0 0.0
0.0 -0.1 -0.1
0.0 0.0 0.0
0.0 0.0 0.0
-0.1 -0.2 0.0
0.0 -0.2 -0.3
-0.1 0.0 0.0
0.1 0.0 0.0
0.1 0.2 0.0
-0.1 0.0 0.0
0.0 0.0 0.0
-0.1 0.0 0.1
-0.1 -0.3 0.1
0.4 -0.2 0.2
0.1 0.0 0.1
0.0 0.0 0.1
0.0 0.0 0.0
0.1 -0.1 0.1
0.0 0.0 -0.1
0.0 0.0 0.0
0.0 0.1 0.0
0.0 0.0 0.1
0.1 0.0 0.1
0.0 0.0 0.0
0.0 0.1 0.1
0.0 0.0 -0.1
0.0 0.0 0.0
-0.4 -0.2 -0.1
0.0 -0.1 0.0
0.0 0.0 0.0
0.0 0.0 0.0
0.0 0.1 0.1
0.0 0.1 -0.1
0.0 0.0 0.0
0.0 0.0 0.0
0.0 0.0 0.0
0.0 0.0 0.0
0.0 0.0 0.0
0.0 0.0 0.0
0.0 0.0 0.0
0.0 0.0 0.0
0.0 0.0 0.0
0.0 0.0 0.1
0.0 0.0 -0.1
0.0 0.0 0.0
0.0 0.0 0.0
0.0 0.0 0.0
0.0 0.0 0.0
0.0 0.0 0.0
0.0 0.0 0.0
0.0 0.0 0.0
0.0 0.0 0.0
0.0 0.0 0.0
0.0 0.0 0.0
0.0 0.0 0.0
0.0 0.0 0.0
-0.1 0.0 0.0
0.0 0.0 0.0
0.0 0.0 0.0
0.0 0.0 0.0
0.0 0.0 0.0
0.0 0.0 0.0
0.0 0.1 0.1

Output
Energy relative to the best compared isomer or geometry (same formula, charge and spin)   4.9 kcal per mole
Energy   -129556.222 eV
Multiplicity   3
Expectation value of S²   2.023